27
Properties=species:S:1:pos:R:3:forces:R:3 method="wB97M-V/def2-TZVPD" smiles=Cc1c[nH]c2ccccc12.CC orbital_gap_ev=8.93 e_tot_ev=-13139.731 lumo_ev=0.92 homo_energy_ev=-8.014
C 1.9906 -2.4949 -0.3558 -0.32 -1.12 0.40
C 0.2954 -0.8264 0.6339 -0.55 -1.32 -0.22
C 0.6133 -1.9241 -0.3042 0.34 1.80 1.07
C -0.9211 -0.3067 0.1822 -0.06 1.40 -0.21
C -0.3862 -1.9138 -1.2183 0.96 -0.06 -2.17
C 0.8658 -0.4386 1.8579 -0.35 -0.21 -0.30
C -1.6555 0.6092 0.9510 0.40 -1.79 0.19
C 0.1671 0.4616 2.6520 -0.52 -0.72 -1.17
C -1.1315 0.8288 2.2062 0.37 2.32 0.58
N -1.2045 -0.8041 -1.0869 -0.37 -0.05 2.22
H 1.7764 -0.9540 2.1460 0.11 0.41 0.22
H 2.7464 -1.7135 -0.3929 -0.06 0.18 -0.82
H 2.0083 -3.2361 -1.1574 0.63 0.28 -0.13
H -0.3809 -2.3828 -2.2011 -0.04 -0.32 0.41
H -2.1506 -0.6759 -1.3963 -0.09 -0.56 -0.44
H -2.6700 0.8857 0.6849 0.19 0.34 -0.01
H 0.5827 0.8547 3.5672 -0.17 -0.12 0.15
H -1.6607 1.5864 2.7874 0.01 -0.41 0.25
H 2.3210 -3.0166 0.5519 -0.60 -0.19 0.07
C 0.4211 3.3612 -2.4986 0.13 -0.40 -0.72
C 0.3105 2.1648 -1.5511 -0.37 1.18 0.95
H 1.4447 3.4724 -2.8754 -0.35 -0.12 -0.38
H -0.3115 3.2135 -3.2922 0.34 0.11 -0.46
H 0.1587 4.3357 -2.0909 0.02 -0.15 0.61
H 0.0212 1.2059 -1.9686 0.20 0.13 -0.51
H -0.5072 2.4470 -0.8670 0.46 -0.51 0.23
H 1.2477 2.0387 -1.0001 -0.33 -0.09 0.20

---

27
Properties=species:S:1:pos:R:3:forces:R:3 method="wB97M-V/def2-TZVPD" smiles=Cc1c[nH]c2ccccc12.CC orbital_gap_ev=8.92 e_tot_ev=-13140.284 lumo_ev=0.96 homo_energy_ev=-7.964
C -1.8564 2.3838 -2.5467 -0.43 0.53 0.00
C -1.2017 0.9289 -0.4603 -0.94 0.09 0.40
C -1.3814 2.1918 -1.1423 0.68 0.08 -0.57
C -0.4927 1.2005 0.7094 1.19 0.15 0.33
C -0.7673 3.1310 -0.3844 -0.31 0.15 0.52
C -1.4402 -1.3375 0.2855 -0.75 0.80 -0.55
C -0.5812 -1.0516 1.3519 -0.50 -0.99 0.55
C -1.7804 -0.3368 -0.6104 0.53 -0.07 -0.39
C -0.0788 0.2068 1.5992 -0.34 -0.40 -0.43
N -0.1719 2.5527 0.7387 -0.45 0.05 0.06
H -1.9698 -2.2739 0.1600 0.39 -0.21 0.31
H -0.4369 -1.8606 2.0664 0.40 0.21 -0.12
H -2.4775 -0.5173 -1.4232 0.13 -0.09 0.02
H 0.6248 0.3334 2.4106 -0.19 0.41 0.10
H -2.9194 2.1637 -2.6525 0.02 -0.41 -0.12
H -1.2603 1.7957 -3.2512 -0.24 -0.05 0.08
H -0.7794 4.2072 -0.4997 0.24 -0.15 -0.13
H -0.1931 3.0209 1.6355 0.30 0.05 -0.25
H -1.7824 3.4335 -2.8563 0.22 -0.14 0.17
C 2.7926 -2.3650 -0.1266 0.08 -0.12 0.91
C 2.4788 -2.7277 1.3488 -0.01 0.86 -0.90
H 1.8512 -2.1161 -0.6054 -0.09 -0.05 -0.26
H 3.4209 -1.4811 -0.1911 0.24 -0.02 -0.08
H 3.2661 -3.2031 -0.6359 -0.01 0.09 -0.16
H 3.3311 -3.0596 1.9381 -0.02 -0.59 -0.27
H 1.6284 -3.4080 1.2937 0.26 -0.24 0.68
H 2.1771 -1.8116 1.8485 -0.41 0.05 0.10

---

27
Properties=species:S:1:pos:R:3:forces:R:3 method="wB97M-V/def2-TZVPD" smiles=Cc1c[nH]c2ccccc12.CC orbital_gap_ev=8.75 e_tot_ev=-13140.090 lumo_ev=0.95 homo_energy_ev=-7.804
C -0.2887 -2.4392 -2.9812 0.49 0.04 0.08
C -1.7868 -2.5708 -2.7312 -0.18 0.00 0.23
H -0.0605 -1.6351 -3.6597 -0.01 0.38 -0.37
H 0.3047 -2.2170 -2.0929 -0.26 -0.11 0.11
H 0.1660 -3.3310 -3.4097 -0.20 -0.13 -0.08
H -2.0984 -3.6087 -2.7706 -0.10 -0.18 0.04
H -2.3974 -2.0274 -3.4521 0.15 -0.02 -0.15
H -2.0872 -2.1896 -1.7539 0.12 0.00 0.05
C 0.8955 -1.6353 0.6405 -0.55 1.38 -1.01
C 0.9656 1.9877 1.5282 -0.05 0.16 0.07
C 0.2201 0.9198 0.9996 0.68 -0.52 -0.86
C 1.1709 -0.1507 0.7456 0.18 -0.26 0.98
C 2.3901 0.3395 1.0818 0.24 0.00 0.02
C -0.9761 3.2821 1.8582 -0.23 -0.63 0.06
C 0.3833 3.1640 1.9882 0.67 0.14 0.13
C -1.6824 2.3136 1.1337 -0.54 -0.42 0.32
C -1.1179 1.1271 0.6763 -0.49 1.06 0.49
N 2.2947 1.6271 1.5649 -0.45 0.28 -0.10
H -1.5670 3.9857 2.4198 0.19 0.65 -0.26
H 1.0275 3.9128 2.4429 -0.30 0.02 0.12
H -2.7520 2.4701 1.0693 -0.03 -0.11 -0.33
H -1.7427 0.4694 0.0880 0.21 -0.38 0.17
H 3.0024 2.2996 1.8089 0.21 -0.45 -0.12
H 3.3139 -0.2073 1.0388 0.27 0.12 0.16
H 1.7726 -2.1625 0.2823 0.08 -0.20 0.11
H 0.1090 -1.7116 -0.1116 -0.12 -0.64 0.15
H 0.5408 -2.0123 1.5958 0.02 -0.20 -0.01

---

27
Properties=species:S:1:pos:R:3:forces:R:3 method="wB97M-V/def2-TZVPD" smiles=Cc1c[nH]c2ccccc12.CC orbital_gap_ev=8.82 e_tot_ev=-13139.964 lumo_ev=0.96 homo_energy_ev=-7.866
C -2.9331 0.7707 -2.1651 0.31 1.43 0.94
C 0.4736 0.5213 -0.6455 1.33 0.99 0.12
C -0.7587 -0.0673 -0.9329 -0.13 0.90 -0.70
C -1.5770 0.9754 -1.5315 0.12 -0.63 -0.50
C -0.8446 2.1285 -1.5326 0.39 -1.17 0.00
C 1.4242 -1.4535 0.0652 0.71 -0.27 0.51
C 1.6518 -0.1032 -0.1640 -2.65 -0.45 -0.92
C 0.1686 -2.0688 -0.1314 0.22 -0.17 -0.62
C -0.9003 -1.4305 -0.7222 -0.20 -0.25 1.52
N 0.4197 1.8550 -1.0135 -0.49 -0.31 -0.10
H 2.1923 -2.1073 0.4671 0.16 0.21 -0.09
H 2.5217 0.5357 -0.1349 0.45 -0.61 0.43
H 0.0361 -3.1182 0.0979 0.29 -0.02 0.16
H -1.8515 -1.9550 -0.6964 0.01 0.17 -0.65
H 0.9937 2.5232 -0.5458 0.24 0.42 -0.07
H -1.0053 3.0387 -2.0722 -0.30 0.40 0.17
H -2.9993 1.4690 -3.0047 -0.29 -0.32 -0.05
H -3.6125 1.1353 -1.3850 -0.51 -0.30 -0.42
H -3.2094 -0.2363 -2.4569 0.29 -0.10 0.01
C 0.8549 -0.9438 3.8675 -0.37 -0.44 -0.25
C 1.8624 -0.1154 3.1031 0.43 -0.36 -0.63
H 0.1904 -0.3996 4.5292 0.26 0.20 0.43
H 0.1628 -1.4083 3.1533 0.22 -0.03 -0.05
H 1.3669 -1.7687 4.3750 -0.26 0.24 0.26
H 2.3896 -0.8325 2.4675 0.19 0.23 0.01
H 2.6363 0.4070 3.6717 -0.36 0.00 0.27
H 1.3905 0.5637 2.3958 -0.06 0.23 0.22

---

27
Properties=species:S:1:pos:R:3:forces:R:3 method="wB97M-V/def2-TZVPD" smiles=Cc1c[nH]c2ccccc12.CC orbital_gap_ev=8.75 e_tot_ev=-13140.485 lumo_ev=0.96 homo_energy_ev=-7.794
C -2.4812 -1.1486 0.1367 -0.55 -0.12 0.62
C -0.4047 0.2654 -0.5338 -0.35 -0.52 0.27
C -1.6093 -0.4538 -0.8487 -0.31 0.32 0.02
C 0.0887 0.7905 -1.7321 0.27 0.43 0.34
C -1.8251 -0.2635 -2.1772 -0.24 -0.27 -0.41
C 1.4269 1.2204 0.6252 0.18 0.52 0.46
C 1.9237 1.7495 -0.5722 0.26 0.07 -0.77
C 0.2491 0.5121 0.6771 0.36 -0.06 -0.44
C 1.2648 1.5457 -1.7640 -0.73 -0.09 -0.19
N -0.8063 0.4832 -2.7209 0.65 0.29 -0.25
H 1.9538 1.4780 1.5335 0.03 -0.18 0.14
H 2.8403 2.3343 -0.6271 -0.17 -0.10 0.40
H -0.1425 0.1445 1.6123 -0.01 -0.01 0.06
H 1.5423 2.0061 -2.7004 0.43 0.05 -0.01
H -2.5956 -2.2195 -0.0194 0.32 -0.15 -0.12
H -3.5105 -0.7809 0.1680 0.07 0.26 -0.23
H -2.6206 -0.6214 -2.8165 0.02 0.02 0.15
H -0.6793 0.8089 -3.6665 -0.37 -0.32 0.12
H -2.1140 -1.0035 1.1580 0.12 -0.10 -0.17
C 0.4764 -1.3665 3.8846 0.34 -0.11 0.77
C 1.5380 -2.0104 3.0065 -0.58 -1.14 -0.25
H -0.4236 -1.1200 3.3339 -0.04 0.24 -0.22
H 0.1512 -2.0937 4.6364 0.06 0.02 -0.05
H 0.8161 -0.4999 4.4515 0.02 0.16 -0.17
H 0.9863 -2.8010 2.4878 0.29 -0.10 -0.27
H 2.3262 -2.5464 3.5437 -0.08 0.38 0.23
H 1.9975 -1.4145 2.2309 -0.02 0.51 0.01

---

27
Properties=species:S:1:pos:R:3:forces:R:3 method="wB97M-V/def2-TZVPD" smiles=Cc1c[nH]c2ccccc12.CC orbital_gap_ev=8.75 e_tot_ev=-13140.714 lumo_ev=0.92 homo_energy_ev=-7.830
C 0.6392 -2.7304 2.2811 -0.06 0.08 0.17
C 0.4732 -1.8453 3.5147 -0.05 0.15 -0.18
H 0.2079 -3.7197 2.4449 0.11 0.01 -0.02
H 0.1353 -2.2901 1.4217 -0.04 0.02 -0.06
H 1.6921 -2.8447 2.0228 0.01 -0.09 -0.01
H -0.5782 -1.7635 3.8002 0.08 -0.06 0.06
H 0.8201 -0.8314 3.3065 0.02 -0.03 0.05
H 1.0464 -2.2082 4.3677 -0.08 -0.09 0.01
C -1.7325 1.5162 1.0252 0.09 -0.01 -0.25
C 0.6642 0.6781 0.6723 -0.33 0.46 0.06
C -0.5366 1.1217 0.2140 -0.07 -0.11 0.08
C 0.8208 0.5906 -1.5571 0.02 -0.03 0.22
C -0.4636 1.0700 -1.2220 0.22 -0.05 -0.22
C 1.2313 0.3962 -2.8703 -0.04 0.02 -0.25
C -1.3443 1.3888 -2.2603 -0.12 -0.07 0.02
C 0.3344 0.7163 -3.8714 0.08 -0.02 -0.09
C -0.9399 1.2115 -3.5694 -0.17 0.08 0.23
N 1.5097 0.3918 -0.3800 0.01 -0.20 0.08
H 0.9766 0.6554 1.7019 0.23 -0.23 -0.02
H 2.3446 -0.1599 -0.2898 0.02 0.13 -0.06
H -2.4334 0.6836 1.0882 -0.11 -0.01 0.03
H -2.2545 2.3486 0.5518 -0.03 0.04 0.06
H 2.2151 0.0139 -3.1140 0.00 0.02 0.06
H -2.3462 1.7463 -2.0475 0.07 0.04 0.02
H 0.6207 0.5896 -4.9098 0.00 -0.02 0.08
H -1.6338 1.4618 -4.3594 0.06 -0.03 -0.13
H -1.4688 1.8128 2.0379 0.07 -0.01 0.04

---

27
Properties=species:S:1:pos:R:3:forces:R:3 method="wB97M-V/def2-TZVPD" smiles=Cc1c[nH]c2ccccc12.CC orbital_gap_ev=8.83 e_tot_ev=-13138.296 lumo_ev=0.89 homo_energy_ev=-7.948
C 2.3979 2.2353 -0.9646 0.26 2.74 -0.23
C 2.8277 1.2308 0.0372 -1.21 0.52 3.76
H 1.2859 2.4745 -0.8098 1.65 -0.37 -0.89
H 2.9889 3.1684 -0.7316 -0.97 -0.44 -0.34
H 2.7320 2.0038 -2.0171 -0.90 -0.03 1.03
H 2.1201 1.2038 0.9683 0.78 0.01 -1.78
H 3.7724 1.3344 0.5813 0.30 0.27 -0.87
H 2.7632 0.3150 -0.4150 0.04 -2.74 -0.66
C -1.6802 -0.2565 -2.4315 -1.33 1.17 0.95
C 0.2843 -1.5507 -1.2690 -4.19 1.56 5.63
C -0.8194 -0.7619 -1.3062 -1.59 0.49 0.52
C -0.5387 -1.5358 0.8353 -1.24 1.74 0.54
C -1.3445 -0.5749 0.0584 3.12 -3.32 -0.19
C -0.7312 -1.6577 2.2379 -0.92 2.72 -4.41
C -2.1832 0.3147 0.6973 -0.66 0.37 -1.31
C -1.4208 -0.6545 2.8166 -1.05 0.79 1.53
C -2.1241 0.3133 2.0649 0.83 -0.33 0.75
N 0.4274 -2.0864 0.0428 -2.29 2.14 -2.27
H 0.7616 -1.9182 -2.0110 3.46 -2.36 -4.81
H 1.1624 -2.6463 0.2926 1.79 -1.43 0.95
H -1.1785 -0.2264 -3.3868 -0.21 -0.34 -0.41
H -1.9296 0.8120 -2.1733 0.29 -0.74 -0.43
H -0.2200 -2.3575 2.6870 2.50 -3.50 2.87
H -2.8217 0.9698 0.0386 0.82 -0.32 1.21
H -1.4456 -0.5765 3.9392 -0.05 -0.07 -1.31
H -2.3388 1.1610 2.6409 -1.38 1.10 0.51
H -2.7474 -0.7336 -2.4225 2.16 0.36 -0.34

---

27
Properties=species:S:1:pos:R:3:forces:R:3 method="wB97M-V/def2-TZVPD" smiles=Cc1c[nH]c2ccccc12.CC orbital_gap_ev=8.75 e_tot_ev=-13140.426 lumo_ev=0.97 homo_energy_ev=-7.781
C -2.0801 3.1024 1.9811 -0.12 1.28 -0.39
C -1.9857 2.9484 3.4886 -0.36 0.05 0.28
H -1.1382 3.4808 1.5815 0.14 -0.42 -0.18
H -2.4385 2.2399 1.4288 0.34 -0.34 0.17
H -2.7752 3.9019 1.6941 -0.15 -0.12 0.29
H -2.7709 2.2811 3.8452 0.25 -0.22 0.15
H -2.1648 3.8876 4.0135 0.03 0.17 -0.19
H -0.9982 2.6247 3.8215 -0.18 -0.36 -0.08
C -0.3387 -2.6121 -3.2092 0.28 0.26 -0.50
C 0.6660 -1.2271 -1.2432 -0.35 0.04 -0.81
C 0.7442 -2.2751 -2.2318 -0.64 -0.15 0.12
C 1.8126 -1.3092 -0.4529 0.62 0.51 0.51
C 1.8877 -2.9529 -1.9696 0.49 -0.33 0.02
C -0.0365 0.7097 -0.0378 -0.25 -0.42 -0.74
C 1.1580 0.6492 0.6859 0.27 0.09 1.08
C -0.2863 -0.2215 -1.0357 0.10 -0.10 0.98
C 2.0922 -0.3608 0.5466 -0.81 -0.16 -0.60
N 2.5332 -2.3829 -0.9008 0.30 0.07 0.32
H -0.7964 1.4449 0.1945 0.24 0.06 0.02
H 1.3138 1.3494 1.5054 -0.05 0.06 -0.24
H -1.2582 -0.2788 -1.5044 0.06 0.21 -0.33
H 2.9318 -0.4288 1.2160 0.27 -0.01 -0.03
H -0.9405 -1.7429 -3.4861 0.06 0.05 0.26
H -1.0114 -3.3667 -2.8145 -0.13 -0.16 0.00
H 2.3738 -3.8209 -2.3953 -0.41 0.07 -0.30
H 3.4280 -2.6826 -0.5631 0.01 0.09 0.07
H 0.0783 -2.9576 -4.1580 0.00 -0.24 0.12

---

Summary of energy relative to the best compared isomer or geometry (same formula, charge and spin) in kcal/mol
24.4; 11.7; 16.2; 19.1; 7.1; 1.8; 57.5; 8.4
(order as listed above)